Entry 1:
6 unconnected molecules or ions with the total composition C34H54BO18P in a non-equilibrium geometry, computed with the ωB97M-V functional and the def2-TZVPD basis.

XYZ file:
```
108
Properties=species:S:1:pos:R:3:forces:R:3
C 8.5859 1.9146 1.8307 -0.19 1.12 0.38
C 6.9826 2.2668 1.5100 2.00 -0.31 1.96
O 6.8347 2.1408 0.0516 -3.60 1.95 1.52
P 5.3271 2.8351 -0.5132 2.09 1.57 -5.03
O 5.6799 3.5400 -1.9168 -1.51 -2.16 5.28
C 4.1819 1.3390 -0.9677 -0.99 -0.37 0.41
C 2.6097 1.6383 -0.5984 -0.55 0.23 -0.88
B 1.8530 0.3029 -0.0056 -1.32 1.82 -1.28
C 0.2442 0.0556 -0.3424 0.41 -1.29 0.00
C -0.6295 0.5944 0.9356 -0.12 0.16 0.25
C -1.2846 2.0860 0.7538 -2.30 3.59 0.07
C -0.6920 3.3131 -0.1579 -2.85 0.67 1.76
C -1.4035 4.8241 -0.2480 -1.72 -3.20 2.61
C -2.7765 5.1141 0.6194 2.78 -3.75 -0.40
C -3.3924 3.8807 1.5074 2.90 -0.41 -1.62
C -2.6905 2.3980 1.5894 1.52 3.22 -2.05
O 4.6155 3.9162 0.6516 1.15 -1.70 -2.46
C 4.0626 5.1299 0.0281 -1.02 2.41 0.55
C 5.2045 6.2864 -0.3060 0.29 -1.07 -1.47
H 9.0712 2.8809 2.3347 -1.00 -2.12 -1.16
H 9.1449 1.7382 0.8147 -1.14 0.07 2.10
H 8.7130 1.0523 2.6162 -0.27 1.50 -1.85
H 6.3093 1.5243 2.1326 1.10 1.41 -1.55
H 6.8206 3.3540 1.9300 -0.04 -2.12 -1.25
H 4.4911 0.3390 -0.4262 -0.29 2.13 -1.04
H 4.2457 1.1910 -2.1442 0.29 0.51 2.69
H 2.4529 2.5395 0.1489 0.46 -1.75 -1.33
H 2.0219 1.9406 -1.5914 1.37 -0.41 2.03
H 2.4843 -0.4262 0.6773 -0.01 -0.31 0.24
H -0.0928 0.4636 -1.3863 0.47 -0.52 2.13
H 0.1170 -1.1304 -0.3882 0.03 2.45 0.10
H -1.4836 -0.1927 1.1803 1.74 2.03 -0.53
H 0.1004 0.5829 1.8804 -1.67 0.22 -1.85
H 0.2787 3.1706 -0.7959 -2.08 0.17 1.41
H -0.8788 5.6574 -0.9173 -1.37 -2.04 1.67
H -3.2293 6.1965 0.5499 0.80 -2.61 0.32
H -4.3759 4.0957 2.1395 2.37 -0.61 -1.53
H -3.1909 1.5520 2.2495 1.30 2.15 -1.68
H 3.3632 4.8846 -0.8839 1.72 0.35 1.64
H 3.3526 5.6255 0.8501 1.52 -1.49 -1.59
H 6.2837 5.9011 0.0108 -2.44 0.89 -0.46
H 4.9626 7.3372 0.1489 0.40 -2.20 -0.76
H 5.2437 6.3491 -1.4956 0.03 0.09 2.65
C -4.8271 -4.5606 0.4160 -0.31 0.25 -0.11
C -3.7879 -3.5370 0.8276 -0.42 -1.39 -0.57
C -3.3472 -3.6731 2.2536 0.38 -1.02 0.29
O -2.9879 -2.3495 2.5990 -0.39 1.30 -0.41
C -3.7209 -1.5232 1.7917 -0.38 1.41 0.05
O -3.8184 -0.3189 1.9457 0.07 -2.47 -0.20
O -4.3330 -2.2288 0.7951 0.51 1.43 1.03
H -5.7871 -4.3714 0.9094 0.23 0.10 0.12
H -5.0134 -4.4951 -0.6614 0.10 -0.14 0.16
H -4.5011 -5.5788 0.6481 -0.12 0.51 -0.06
H -2.9328 -3.5682 0.1412 -0.14 0.08 0.21
H -2.4881 -4.3438 2.3572 -0.12 0.24 0.10
H -4.1425 -4.0085 2.9293 0.00 0.00 -0.17
C 0.7605 -7.8021 -1.3981 -0.03 -0.51 -0.18
C -0.4890 -6.9622 -1.5721 1.37 -0.33 -0.33
C -0.5479 -5.7808 -0.6516 0.82 0.75 0.03
O -1.9381 -5.5864 -0.4788 -0.82 -0.79 -0.05
C -2.5299 -6.8036 -0.6783 -2.03 -0.84 0.35
O -3.6922 -7.0557 -0.4153 2.69 0.11 -0.75
O -1.6430 -7.6991 -1.2050 -1.15 0.68 0.52
H 0.7507 -8.3336 -0.4397 -0.05 0.28 -0.06
H 0.8097 -8.5693 -2.1783 0.05 0.18 0.09
H 1.6661 -7.1912 -1.4580 -0.17 0.00 -0.04
H -0.5973 -6.6569 -2.6201 -0.03 0.06 0.13
H -0.0875 -4.8910 -1.0931 -0.22 -0.10 0.12
H -0.0947 -5.9650 0.3293 0.02 -0.14 -0.13
C -4.1144 -1.8425 6.6799 -0.45 -0.20 -0.26
C -3.0760 -2.8865 7.0387 -0.99 0.99 0.30
C -1.6975 -2.3238 7.2104 0.27 0.70 0.65
O -0.8674 -3.4121 6.8541 -0.27 -0.86 -0.71
C -1.5934 -4.1915 5.9955 0.93 -1.68 -1.24
O -1.1298 -5.1024 5.3330 -1.00 1.93 1.35
O -2.9043 -3.8082 5.9754 1.06 -0.60 -0.20
H -3.9588 -1.4610 5.6644 0.20 -0.02 0.20
H -5.1154 -2.2870 6.6947 0.14 0.11 0.08
H -4.0995 -1.0038 7.3823 0.05 -0.15 -0.03
H -3.3923 -3.4454 7.9280 0.13 0.03 -0.05
H -1.5041 -2.0150 8.2428 0.10 -0.15 -0.21
H -1.4797 -1.4828 6.5420 -0.20 -0.07 0.00
C 5.4056 0.3511 -4.8432 0.01 0.03 0.56
C 5.2625 -1.1072 -5.2304 0.72 1.26 0.10
C 4.7844 -1.3078 -6.6367 0.47 0.30 -0.81
O 4.0993 -2.5429 -6.5623 -0.51 -0.45 0.92
C 3.6710 -2.6740 -5.2696 -1.52 -1.60 0.68
O 2.8781 -3.5167 -4.8890 1.68 1.77 -0.78
O 4.2453 -1.7312 -4.4653 -0.67 -0.96 -0.42
H 4.4270 0.8374 -4.7610 0.10 -0.14 -0.23
H 5.8773 0.4340 -3.8581 0.02 0.06 -0.21
H 6.0173 0.8998 -5.5654 -0.06 -0.13 0.08
H 6.2032 -1.6415 -5.0490 -0.11 -0.02 -0.09
H 5.6136 -1.3708 -7.3488 -0.24 -0.12 0.09
H 4.0828 -0.5373 -6.9765 0.10 0.03 0.17
C -6.8383 3.6992 -3.4446 -0.29 0.14 -0.44
C -5.7991 4.7228 -3.0330 -0.42 -1.18 -0.44
C -5.3584 4.5867 -1.6070 0.51 -0.92 0.35
O -4.9991 5.9103 -1.2616 -0.52 1.00 -0.54
C -5.7321 6.7366 -2.0689 -0.20 2.31 0.33
O -5.8295 7.9409 -1.9149 0.24 -2.57 -0.33
O -6.3442 6.0309 -3.0655 0.38 0.90 0.68
H -7.7983 3.8884 -2.9512 0.27 -0.02 0.11
H -7.0245 3.7646 -4.5220 0.06 -0.08 0.16
H -6.5123 2.6809 -3.2125 0.05 0.16 0.00
H -4.9440 4.6916 -3.7194 -0.01 0.03 0.13
H -4.4992 3.9160 -1.5034 -0.09 0.26 0.13
H -6.1537 4.2513 -0.9313 -0.03 -0.01 -0.19
```
Positions in Å, forces in eV/Å.

Properties
**Calculated total energy**: -82944.0762 eV
**E_HOMO**: -8.2 eV
**Molar mass**: 792.574 g/mol
**Charge**: 0
**LUMO level**: 0.16 eV
**SMILES**: CCOP(=O)(CCBCCc1ccccc1)OCC.C[C@@H]1COC(=O)O1.C[C@@H]1COC(=O)O1.C[C@@H]1COC(=O)O1.C[C@@H]1COC(=O)O1.C[C@@H]1COC(=O)O1

Results of the Löwdin charge analysis, in e, for atoms 1 through 5: number 1, C, carries -0.099; number 2, C, carries -0.290; number 3, O, carries -0.291; number 4, P, carries 0.799; number 5, O, carries -0.393

Entry 2:
3 unconnected molecules or ions with the total composition C34H54BrCl2F6IO11S in a non-equilibrium geometry, computed with the ωB97M-V functional and the def2-TZVPD basis.

XYZ file:
```
110
Properties=species:S:1:pos:R:3:forces:R:3
C 4.8268 0.4771 2.0861 0.49 -0.07 -0.89
C 4.4205 -0.7559 1.1557 0.93 -0.79 -0.41
S 2.6416 -1.2965 1.3536 0.33 -0.33 0.45
C 2.3808 -2.7603 0.2176 1.35 -0.10 -0.25
C 1.1985 -2.5136 -0.9365 2.04 -0.29 1.94
O 1.1466 -1.0929 -0.8654 -1.23 -1.19 -0.74
C -0.0381 -0.3491 -0.7592 -0.95 3.85 -0.72
C 0.2554 0.9457 0.2024 0.97 -0.50 0.25
C -0.2151 0.8360 1.7057 0.20 0.88 1.35
C -1.7147 0.3696 2.0111 -0.50 -0.06 1.14
C -2.4993 1.5059 2.8613 1.23 0.71 2.01
O -2.0080 2.0966 3.8457 -1.61 -1.99 -3.80
O -3.8523 1.7999 2.4848 1.55 -2.10 0.77
C -0.2889 0.3713 -2.2097 -0.20 -0.05 0.43
C -1.7774 0.7728 -2.5565 0.52 0.43 -3.06
C -1.6797 1.8721 -3.7668 -1.16 0.35 1.28
Br -2.8672 1.6393 -1.1573 0.35 -0.51 -0.28
C 0.0049 -3.3758 -0.3408 -0.18 -1.62 0.16
Cl -0.4062 -2.8672 1.4239 1.32 0.50 -1.25
C -1.3640 -3.6586 -1.0936 -1.66 -0.30 -0.39
C -2.1709 -2.5469 -1.8607 -1.45 0.44 0.06
Cl -2.5802 -4.2069 0.2463 0.14 -0.33 -1.37
C 1.7617 -2.9926 -2.3986 0.60 0.19 0.44
C 3.0729 -2.1722 -2.8643 -0.10 0.50 -0.98
C 2.8749 -0.6631 -3.3266 1.13 1.07 -0.70
C 4.3143 -0.1941 -3.9470 0.00 -0.38 0.86
C 4.4417 1.3864 -4.0636 1.36 1.38 1.90
O 5.1408 2.0629 -3.2628 -2.62 -2.52 -3.35
O 3.6772 2.0175 -5.1002 2.23 -1.11 1.17
O 0.6306 -2.7366 -3.2686 0.82 -0.45 -0.14
C 0.8087 -2.8221 -4.6662 -0.85 0.66 -2.83
C -0.2646 -3.7635 -5.4579 0.33 1.14 -0.29
C -1.7578 -3.6053 -4.9529 -1.11 -4.45 0.75
O -2.3913 -4.6753 -4.6888 2.06 3.94 -0.82
C 2.1322 -4.5237 -2.6078 -1.12 -1.25 -1.24
I 3.7840 -5.4368 -1.5075 -0.27 0.51 -0.15
C 0.9354 -5.6111 -2.5840 1.20 -0.98 -1.28
C 1.4665 -6.9177 -3.4153 -1.03 -0.49 1.17
H 5.9250 0.7278 1.8278 -1.70 -0.38 0.37
H 4.7951 0.2379 3.1943 -0.11 0.09 -1.86
H 4.2159 1.4104 1.8385 0.70 -1.34 0.51
H 4.5787 -0.5401 0.0342 -0.05 -0.12 1.75
H 5.0902 -1.6435 1.4605 -0.96 1.32 -0.62
H 3.4148 -2.8717 -0.2385 -1.45 -0.10 0.35
H 2.1851 -3.6767 0.8551 0.21 1.16 -0.88
H -0.9741 -0.7970 -0.3106 1.36 -0.27 -0.91
H -0.1520 1.9171 -0.2355 0.25 -1.56 0.46
H 1.4058 1.0743 0.1982 -1.76 -0.24 0.06
H -0.1308 1.9046 2.1483 -0.06 -1.68 -0.72
H 0.4626 0.2137 2.4033 -0.87 0.82 -1.61
H -1.6690 -0.5271 2.7423 -0.11 1.42 -1.09
H -2.3237 0.0030 1.1257 0.75 0.81 1.07
H -4.3523 0.9860 2.7559 0.37 0.95 -0.61
H 0.3453 1.3400 -2.2306 -0.99 -1.51 0.11
H 0.1194 -0.2544 -3.0810 -0.83 0.59 1.33
H -2.4302 -0.0626 -3.0121 1.19 1.09 1.30
H -2.7351 1.9803 -4.2251 1.81 -0.24 0.46
H -0.8904 1.5991 -4.5402 -1.06 0.36 1.05
H -1.4781 2.8839 -3.2471 0.08 -1.55 -1.13
H 0.4646 -4.4260 -0.1522 -0.76 1.88 -0.44
H -1.4049 -4.5959 -1.7668 0.86 1.63 1.21
H -2.6420 -1.7831 -1.1309 0.96 -1.16 -1.11
H -3.0855 -3.0587 -2.3520 1.52 0.63 0.84
H -1.6478 -1.9867 -2.6954 -0.14 -0.89 1.33
H 3.9395 -2.1875 -2.1289 -1.39 -0.17 -0.63
H 3.4889 -2.7150 -3.8009 -0.66 0.72 1.52
H 2.6568 0.0877 -2.4964 0.13 -1.39 -0.89
H 2.1207 -0.4861 -4.1599 0.72 -0.56 1.23
H 5.0890 -0.5506 -3.1681 -1.00 0.97 -1.28
H 4.5704 -0.7577 -4.9152 -0.61 1.14 1.21
H 4.2911 2.7121 -5.4393 -0.85 -0.26 0.52
H 1.8179 -3.1516 -5.0782 -1.08 0.41 1.05
H 0.6307 -1.7681 -5.1176 0.35 -1.48 0.84
H 0.0895 -4.8526 -5.5269 -1.01 1.49 0.50
H -0.2413 -3.3701 -6.5470 -0.02 -0.51 1.63
H -2.3330 -2.6334 -4.7960 1.18 -0.72 -0.46
H 2.5427 -4.6288 -3.6898 -0.69 0.51 1.87
H 0.6925 -6.0210 -1.5507 0.04 0.97 -1.29
H 0.0426 -5.2326 -3.1784 1.05 -0.25 1.18
H 2.1185 -6.6421 -4.3061 -0.81 -0.43 1.19
H 0.5440 -7.5279 -3.7521 1.47 1.09 0.29
H 2.0047 -7.6122 -2.6660 -0.50 1.16 -1.51
C 0.3365 3.6717 6.1881 0.09 -0.07 -0.32
C 1.4664 3.3561 7.1483 -0.73 0.38 0.28
O 2.5024 2.6162 6.4819 1.10 0.05 -0.51
C 3.3999 3.3479 5.7906 -1.52 0.76 1.03
O 3.3751 4.5472 5.7042 0.53 -0.83 -0.30
C 4.4638 2.4410 5.1772 1.30 -1.05 -0.89
F 3.9383 1.3312 4.6149 -0.40 0.78 0.79
F 5.3539 2.0160 6.0987 -0.51 0.35 0.03
F 5.1767 3.0524 4.2142 -0.58 0.14 0.51
H -0.0381 2.7572 5.7210 -0.05 0.06 0.14
H -0.4870 4.1635 6.7103 0.09 -0.05 -0.01
H 0.6758 4.3255 5.3818 -0.01 0.05 0.14
H 1.0967 2.7202 7.9553 0.27 -0.17 -0.18
H 1.8678 4.2621 7.6097 0.16 -0.12 -0.22
C -5.5072 4.0091 3.3566 -0.01 0.37 0.13
C -6.5934 4.6235 2.4966 0.65 -0.44 -0.22
O -7.6405 5.1691 3.3169 -0.53 1.04 0.44
C -7.4290 6.4118 3.7968 1.25 -0.99 -1.17
O -6.4402 7.0623 3.5827 -0.90 0.02 0.48
C -8.6357 6.8806 4.6060 -1.40 0.60 1.19
F -9.1103 5.9236 5.4305 0.44 0.09 -0.42
F -9.6633 7.2416 3.8083 0.56 -0.21 -0.11
F -8.3593 7.9455 5.3798 0.32 -0.47 -0.54
H -5.9311 3.2678 4.0399 0.01 -0.04 -0.16
H -4.7512 3.5245 2.7360 -0.36 0.32 0.22
H -5.0168 4.7664 3.9726 -0.02 0.02 -0.11
H -7.0522 3.8509 1.8760 -0.26 0.16 0.20
H -6.1904 5.3826 1.8212 -0.12 0.10 0.25
```
Positions in Å, forces in eV/Å.

Properties
**Calculated total energy**: -188977.8656 eV
**E_HOMO**: -8.3 eV
**Molar mass**: 1062.564 g/mol
**Charge**: 0
**LUMO level**: -0.08 eV
**SMILES**: CCSC[C@](O[C@@H](CCCC(=O)O)C[C@H](C)Br)([C@@H](Cl)[C@H](C)Cl)[C@](CCCC(=O)O)(OCCC=O)[C@@H](I)CC.CCOC(=O)C(F)(F)F.CCOC(=O)C(F)(F)F

Results of the Löwdin charge analysis, in e, for atoms 1 through 5: number 1, C, carries -0.169; number 2, C, carries -0.514; number 3, S, carries 0.847; number 4, C, carries -0.420; number 5, C, carries -0.338